Arrangement A

A structure of composition C2H5N2O3. Source: the Open Molecules 2025 dataset; level of theory: ωB97M-V/def2-TZVPD.

Values from the calculation:
- Total charge: -1
- HOMO energy: -4.48 eV

Atoms and positions in Å:
C -1.15 -0.69 -0.29
C -0.41 0.06 0.72
N 0.98 -0.26 0.89
N 1.76 -0.11 -0.10
O 1.49 0.48 -1.16
O 2.88 -0.57 0.06
O -0.63 1.77 0.21
H -0.70 -1.66 -0.27
H -1.00 -0.20 -1.31
H -2.32 -0.74 0.01
H -0.86 0.16 1.74
H -0.05 1.75 -0.49

Arrangement B

A cluster of 2 separate species, C2H5N2O3 in total. Source: the Open Molecules 2025 dataset; level of theory: ωB97M-V/def2-TZVPD.

Values from the calculation:
- Total charge: -1
- HOMO energy: -4.24 eV

Atoms and positions in Å:
C -0.38 0.76 -1.77
N -0.96 1.93 -1.39
O -0.74 0.12 -2.74
H 0.48 0.49 -1.15
H -0.81 2.21 -0.43
H -1.88 2.13 -1.77
N 1.15 -1.77 1.92
C 0.47 -0.85 1.07
O 0.80 0.35 1.21
O -0.35 -1.34 0.27
H 1.54 -1.37 2.75
H 0.69 -2.65 2.04

Most favorable structure: arrangement B. The second most favorable one is 562.4 kJ/mol above it.

Arrangement A

The molecule C8H12N2. Source: the Open Molecules 2025 dataset; level of theory: ωB97M-V/def2-TZVPD.

Values from the calculation:
- HOMO energy: -8.32 eV

Atoms and positions in Å:
C 2.51 -1.71 -0.46
C 1.21 -1.41 0.15
N 0.00 -1.72 0.47
C 0.30 -0.29 0.77
C 0.65 0.22 2.14
C -0.30 0.60 -0.27
C -0.16 2.10 -0.18
N -0.36 0.01 -1.62
C -1.47 0.18 -1.03
C -2.79 -0.28 -1.25
H 3.13 -1.85 0.32
H 2.79 -0.76 -1.15
H 2.55 -2.66 -0.94
H 0.89 1.22 2.18
H 1.31 -0.51 2.55
H -0.28 0.31 2.80
H -0.97 2.70 -0.74
H 0.88 2.41 -0.52
H -0.20 2.62 0.77
H -3.47 0.53 -1.57
H -3.42 -0.69 -0.43
H -2.82 -1.03 -2.00

Arrangement B

A cluster of 2 separate species, C8H12N2 in total. Source: the Open Molecules 2025 dataset; level of theory: ωB97M-V/def2-TZVPD.

Values from the calculation:
- HOMO energy: -8.78 eV

Atoms and positions in Å:
C -0.29 -0.95 -2.04
C -0.57 -0.08 -0.86
N 0.01 1.03 -0.69
C -0.41 1.63 0.55
C -1.49 0.71 1.18
C -1.55 -0.48 0.21
H 0.71 -1.36 -1.96
H -0.33 -0.35 -2.95
H -1.01 -1.76 -2.11
H -0.79 2.64 0.34
H 0.47 1.74 1.19
H -2.45 1.22 1.24
H -1.20 0.40 2.18
H -1.24 -1.42 0.68
H -2.54 -0.63 -0.21
C 3.41 1.00 0.75
C 2.98 -0.23 0.80
C 2.69 -1.45 0.61
N 2.41 -2.63 0.41
H 3.09 1.74 1.47
H 4.10 1.33 -0.02
H 1.74 -3.10 1.01

Most favorable structure: arrangement B. The second most favorable one is 168.9 kJ/mol above it.

Arrangement A

The molecule C16H32O. Source: the Open Molecules 2025 dataset; level of theory: ωB97M-V/def2-TZVPD.

Values from the calculation:
- HOMO energy: -9.83 eV

Atoms and positions in Å:
C -2.48 6.87 2.09
C -1.30 5.93 2.22
C -0.88 5.37 0.86
C 0.39 4.51 0.91
C 0.28 3.25 1.78
C -0.85 2.30 1.41
C -0.75 1.75 -0.01
C -1.87 0.77 -0.36
C -1.85 -0.55 0.42
C -0.62 -1.41 0.11
C -0.71 -2.77 0.80
C 0.54 -3.64 0.59
C 0.70 -4.12 -0.85
C 1.90 -5.05 -0.99
C 2.06 -5.56 -2.42
C 2.54 -4.51 -3.38
O 2.88 -3.40 -3.10
H -3.34 6.36 1.66
H -2.77 7.26 3.07
H -2.23 7.72 1.45
H -0.45 6.46 2.66
H -1.56 5.11 2.88
H -0.69 6.21 0.18
H -1.70 4.79 0.43
H 0.65 4.22 -0.11
H 1.21 5.12 1.29
H 1.23 2.71 1.70
H 0.17 3.55 2.82
H -1.81 2.80 1.53
H -0.83 1.47 2.12
H -0.80 2.57 -0.72
H 0.22 1.26 -0.14
H -1.81 0.54 -1.42
H -2.83 1.26 -0.18
H -1.90 -0.36 1.49
H -2.75 -1.12 0.15
H 0.28 -0.90 0.45
H -0.55 -1.55 -0.97
H -1.59 -3.31 0.44
H -0.85 -2.61 1.87
H 0.47 -4.51 1.25
H 1.42 -3.07 0.89
H -0.21 -4.64 -1.16
H 0.84 -3.26 -1.51
H 1.78 -5.91 -0.32
H 2.81 -4.52 -0.70
H 2.79 -6.37 -2.46
H 1.11 -5.96 -2.80
H 2.57 -4.87 -4.43

Arrangement B

The molecule C16H32O. Source: the Open Molecules 2025 dataset; level of theory: ωB97M-V/def2-TZVPD.

Values from the calculation:
- HOMO energy: -9.77 eV

Atoms and positions in Å:
C 7.62 -1.01 -0.44
C 6.19 -0.53 -0.65
C 5.44 -0.38 0.67
C 4.04 0.21 0.52
C 3.08 -0.71 -0.23
C 1.62 -0.26 -0.15
C 1.37 1.07 -0.86
C -0.12 1.43 -0.93
C -0.71 1.83 0.42
C -2.21 2.14 0.36
C -3.10 1.03 0.91
C -3.03 -0.27 0.10
C -3.87 -1.40 0.69
C -5.37 -1.12 0.78
C -6.00 -0.83 -0.58
C -7.50 -0.81 -0.49
O -8.21 0.03 -0.96
H 7.62 -1.98 0.06
H 8.13 -1.11 -1.39
H 8.17 -0.31 0.18
H 6.20 0.44 -1.16
H 5.66 -1.23 -1.29
H 6.03 0.27 1.33
H 5.37 -1.36 1.16
H 3.63 0.39 1.52
H 4.11 1.17 0.01
H 3.37 -0.77 -1.28
H 3.16 -1.72 0.19
H 1.34 -0.17 0.91
H 0.99 -1.02 -0.60
H 1.90 1.87 -0.35
H 1.76 1.00 -1.87
H -0.67 0.58 -1.35
H -0.24 2.27 -1.62
H -0.54 1.03 1.15
H -0.17 2.71 0.77
H -2.49 2.35 -0.68
H -2.41 3.04 0.93
H -4.13 1.39 0.92
H -2.81 0.82 1.94
H -1.99 -0.61 0.07
H -3.34 -0.07 -0.93
H -3.71 -2.30 0.09
H -3.50 -1.62 1.70
H -5.55 -0.28 1.45
H -5.85 -2.00 1.22
H -5.66 0.11 -0.99
H -5.73 -1.64 -1.28
H -7.92 -1.68 0.05

Most favorable structure: arrangement A. The second most favorable one is 12.2 kJ/mol above it.

Arrangement A

A cluster of 2 separate species, C7H13O in total. Source: the Open Molecules 2025 dataset; level of theory: ωB97M-V/def2-TZVPD.

Values from the calculation:
- Multiplicity: 2
- HOMO energy (alpha / beta): -7.36 / -7.43 eV

Atoms and positions in Å:
C -2.64 0.49 -0.19
O -3.17 -0.30 0.75
C -1.47 -0.29 -0.85
C -0.50 -1.03 0.01
C 0.73 -0.16 0.29
C 1.82 -0.43 -0.43
C 3.12 0.28 -0.17
C 0.39 0.94 1.26
H -3.38 0.74 -0.97
H -2.32 1.51 0.17
H -1.92 -1.09 -1.47
H -0.90 0.31 -1.56
H -0.11 -2.02 -0.64
H -0.92 -1.43 0.94
H 0.00 -2.65 -1.21
H 3.37 1.02 -0.95
H 3.07 0.84 0.76
H 3.97 -0.40 -0.13
H -0.28 0.51 2.00
H -0.15 1.75 0.78
H 1.30 1.43 1.61

Arrangement B

The molecule C7H13O. Source: the Open Molecules 2025 dataset; level of theory: ωB97M-V/def2-TZVPD.

Values from the calculation:
- Multiplicity: 2
- HOMO energy (alpha / beta): -9.11 / -9.13 eV

Atoms and positions in Å:
C 0.28 -3.25 0.08
O 1.46 -3.44 0.47
C 0.18 -1.80 -0.75
C 0.48 -0.60 0.10
C 0.17 0.70 -0.39
C -0.31 1.18 -1.55
C 0.41 1.73 0.63
C -0.87 2.47 1.14
H -0.56 -3.18 0.79
H 0.00 -3.93 -0.62
H -0.81 -1.60 -1.28
H 0.83 -1.96 -1.69
H 1.48 -0.72 0.61
H -0.21 -0.65 1.06
H -0.73 2.22 -1.50
H -0.60 0.61 -2.43
H 1.07 1.47 1.39
H 1.23 2.51 0.28
H -1.55 2.78 0.26
H -1.34 1.98 2.02
H -0.58 3.48 1.38

Most favorable structure: arrangement B. The second most favorable one is 498.5 kJ/mol above it.

Arrangement A

A cluster of 2 separate species, C4H9O2 in total. Source: the Open Molecules 2025 dataset; level of theory: ωB97M-V/def2-TZVPD.

Values from the calculation:
- Total charge: -1
- HOMO energy: -3.72 eV

Atoms and positions in Å:
C 0.21 -1.08 0.55
C 0.91 -0.48 1.83
O 0.13 -0.26 2.78
O 2.15 -0.30 1.75
H -0.55 -1.73 0.98
H 0.95 -1.65 -0.02
H -0.23 -0.29 -0.01
C -0.74 0.57 -2.46
C -1.90 1.35 -3.08
H -0.94 -0.51 -2.51
H 0.20 0.81 -2.94
H -0.74 0.62 -1.39
H -1.57 2.01 -3.89
H -2.34 2.01 -2.33
H -2.71 0.80 -3.57

Arrangement B

A cluster of 2 separate species, C4H9O2 in total. Source: the Open Molecules 2025 dataset; level of theory: ωB97M-V/def2-TZVPD.

Values from the calculation:
- Total charge: -1
- HOMO energy: -3.65 eV

Atoms and positions in Å:
C 0.45 -0.73 -1.12
C 0.92 -2.14 -0.93
H 0.79 -0.26 -2.07
H -0.57 -0.63 -0.99
H 0.96 -0.09 -0.39
H 0.50 -2.76 -1.86
H 0.46 -2.61 -0.11
H 2.03 -2.34 -1.14
C -0.42 1.22 1.63
C -1.17 2.21 0.73
O -1.84 3.11 1.29
O -1.21 1.93 -0.52
H 0.51 1.12 1.13
H -1.22 0.34 1.71
H -0.21 1.61 2.64

Most favorable structure: arrangement A. The second most favorable one is 45.8 kJ/mol above it.

Arrangement A

A structure of composition C4H9O2. Source: the Open Molecules 2025 dataset; level of theory: ωB97M-V/def2-TZVPD.

Values from the calculation:
- Total charge: -1
- HOMO energy: -3.02 eV

Atoms and positions in Å:
C -1.71 -0.09 0.19
O -1.13 -1.04 -0.67
C -0.55 0.48 1.13
C 0.97 0.66 0.92
C 1.66 0.05 -0.37
O 0.70 -0.11 -1.32
H -2.16 0.69 -0.46
H -2.43 -0.57 0.88
H -0.87 1.49 1.50
H -0.70 -0.31 1.86
H 1.36 1.69 0.94
H 1.49 0.25 1.81
H 2.28 -0.81 0.01
H 2.35 0.88 -0.67
H -0.09 -0.63 -0.87

Arrangement B

A cluster of 2 separate species, C4H9O2 in total. Source: the Open Molecules 2025 dataset; level of theory: ωB97M-V/def2-TZVPD.

Values from the calculation:
- Total charge: -1
- HOMO energy: -2.92 eV

Atoms and positions in Å:
C 0.67 1.91 -1.04
C 1.53 0.97 -0.52
O 1.52 0.51 0.69
H 0.80 2.31 -2.04
H -0.19 2.35 -0.46
H 2.28 0.69 -1.29
H 1.02 -1.03 0.84
C -0.68 -1.50 0.05
O 0.55 -1.89 0.70
C -1.37 -0.36 0.88
H -1.27 -2.46 -0.02
H -0.45 -1.21 -1.00
H -2.43 -0.19 0.55
H -0.73 0.55 0.69
H -1.26 -0.65 1.96

Arrangement C

A structure of composition C4H9O2. Source: the Open Molecules 2025 dataset; level of theory: ωB97M-V/def2-TZVPD.

Values from the calculation:
- Total charge: -1
- HOMO energy: -3.29 eV

Atoms and positions in Å:
C 1.00 0.34 -0.06
C -0.07 0.80 0.91
C -1.57 0.37 0.43
O -1.44 0.34 -0.96
C 0.97 -1.08 -0.64
O -0.10 -1.42 -1.42
H 1.14 0.99 -0.91
H 2.02 0.58 0.37
H -0.10 1.89 0.99
H 0.08 0.20 1.85
H -2.28 1.20 0.65
H -1.87 -0.60 0.85
H -0.81 -0.53 -1.19
H 1.98 -1.26 -1.06
H 1.04 -1.83 0.19

Most favorable structure: arrangement B. The second most favorable one is 68.4 kJ/mol above it.

Arrangement A

A cluster of 2 separate species, H3O4PSi in total. Source: the Open Molecules 2025 dataset; level of theory: ωB97M-V/def2-TZVPD.

Values from the calculation:
- Total charge: -2
- HOMO energy: -0.20 eV

Atoms and positions in Å:
O 1.28 -2.10 0.39
O -0.84 -1.71 1.71
O 1.13 -0.13 2.02
O -0.97 1.15 -2.38
Si -0.36 0.59 -0.09
P 0.42 -1.17 1.19
H -0.42 0.37 -2.60
H -1.13 1.63 0.36
H 0.90 1.38 -0.59

Arrangement B

A cluster of 2 separate species, H3O4PSi in total. Source: the Open Molecules 2025 dataset; level of theory: ωB97M-V/def2-TZVPD.

Values from the calculation:
- Total charge: -2
- HOMO energy: -0.45 eV

Atoms and positions in Å:
O -1.09 -3.06 1.31
O 1.13 -2.83 0.16
O -1.23 -0.74 -0.93
O 1.61 0.75 1.17
Si 0.60 -0.19 1.78
P -0.03 -2.14 0.73
H -0.50 -0.24 -1.21
H -0.66 0.20 2.33
H 1.28 -0.70 3.12

Most favorable structure: arrangement B. The second most favorable one is 38.3 kJ/mol above it.

Arrangement A

The molecule C7H8O. Source: the Open Molecules 2025 dataset; level of theory: ωB97M-V/def2-TZVPD.

Values from the calculation:
- HOMO energy: -7.36 eV

Atoms and positions in Å:
C -1.90 -0.11 0.66
C -1.15 0.79 -0.30
C 1.76 1.10 -0.18
C 1.63 -1.15 0.35
C -1.18 -0.69 -0.45
C 0.33 -0.66 -0.37
C 0.32 0.78 0.18
H -1.39 -0.31 1.63
H -3.01 -0.14 0.55
H -1.71 1.53 -0.83
H 2.42 1.93 -0.02
H 2.15 -2.05 0.10
H -1.63 -1.15 -1.26
H 0.68 -0.62 -1.43
H 0.33 0.83 1.26
O 2.35 -0.08 0.11

Arrangement B

A structure of composition C7H8O. Source: the Open Molecules 2025 dataset; level of theory: ωB97M-V/def2-TZVPD.

Values from the calculation:
- HOMO energy: -7.63 eV

Atoms and positions in Å:
C 2.28 0.15 -0.05
C 1.33 -1.22 0.04
C 0.00 -0.67 -0.18
C -1.22 -1.23 -0.08
C -1.57 1.11 -0.03
C 0.00 0.79 -0.06
C 1.20 1.26 0.04
H 3.09 0.16 0.76
H 2.76 0.13 -0.92
H 1.75 -2.10 -0.56
H 1.19 -1.26 1.41
H -1.49 -2.14 0.24
H -1.82 1.92 0.79
H -1.90 1.73 -0.88
H 1.70 2.29 0.23
O -2.17 -0.23 0.10

Arrangement C

A structure of composition C7H8O. Source: the Open Molecules 2025 dataset; level of theory: ωB97M-V/def2-TZVPD.

Values from the calculation:
- HOMO energy: -8.91 eV

Atoms and positions in Å:
C 2.69 0.19 0.48
C 0.50 -0.21 -0.16
C -0.38 -1.28 -0.06
C -1.76 -1.06 0.08
C -2.31 0.22 0.14
C -1.40 1.31 0.04
C -0.04 1.11 -0.18
H 2.43 1.27 0.15
H 3.90 -0.26 0.11
H 2.46 0.00 1.37
H 0.05 -2.30 -0.10
H -2.53 -1.95 0.24
H -3.34 0.28 0.36
H -1.97 2.12 -0.13
H 0.66 2.18 -0.47
O 1.82 -0.38 -0.45

Most favorable structure: arrangement C. The second most favorable one is 66.2 kJ/mol above it.

Arrangement A

A cluster of 2 separate species, C2H5IS in total. Source: the Open Molecules 2025 dataset; level of theory: ωB97M-V/def2-TZVPD.

Values from the calculation:
- HOMO energy: -9.21 eV

Atoms and positions in Å:
C 2.16 -0.63 -0.58
S 2.93 0.53 0.28
H 1.65 -0.33 -1.45
H 2.18 -1.64 -0.43
C -1.48 0.29 0.49
I -3.63 0.95 0.07
H -1.66 -0.73 0.61
H -0.97 0.72 -0.31
H -1.18 0.84 1.31

Arrangement B

A structure of composition C2H5IS. Source: the Open Molecules 2025 dataset; level of theory: ωB97M-V/def2-TZVPD.

Values from the calculation:
- HOMO energy (alpha / beta): -7.99 / -9.23 eV

Atoms and positions in Å:
C 0.62 -0.77 0.60
C -0.29 0.16 -0.03
S -0.10 1.87 0.09
I -2.42 -0.30 0.01
H 1.58 -0.45 0.02
H 0.68 -0.76 1.73
H 0.40 -1.80 0.41
H 0.56 -0.20 -2.06
H -1.01 2.25 -0.78

Most favorable structure: arrangement A. The second most favorable one is 259.8 kJ/mol above it.

Arrangement A

The ion C3H10N3O2 with charge +1. Source: the Open Molecules 2025 dataset; level of theory: ωB97M-V/def2-TZVPD.

Values from the calculation:
- Total charge: +1
- HOMO energy: -15.70 eV

Atoms and positions in Å:
C 1.25 -1.28 0.23
N 0.25 -0.04 0.06
C 0.69 0.82 1.17
C 0.66 0.62 -1.25
N -1.01 -0.71 -0.01
N -2.04 0.00 0.02
O -2.18 1.18 0.10
O -3.02 -0.90 0.04
H 0.77 -2.19 -0.17
H 2.30 -1.18 -0.22
H 1.32 -1.35 1.30
H 1.74 0.95 1.19
H 0.25 1.73 1.00
H 0.38 0.53 2.20
H 1.45 1.33 -1.19
H 0.85 -0.09 -1.96
H -0.15 1.37 -1.70
H -3.51 -0.79 -0.80

Arrangement B

A cluster of 2 separate species, C3H10N3O2 in total. Source: the Open Molecules 2025 dataset; level of theory: ωB97M-V/def2-TZVPD.

Values from the calculation:
- Total charge: +1
- HOMO energy: -14.53 eV

Atoms and positions in Å:
O -1.35 -0.58 -2.20
C -1.58 -0.77 -1.04
C -1.70 0.44 -0.13
N -0.77 1.47 -0.70
H -1.74 -1.78 -0.66
H -2.73 0.79 -0.23
H -1.47 0.29 0.92
H -1.06 2.40 -0.43
H 0.22 1.29 -0.41
H -0.82 1.37 -1.73
N 1.93 0.65 0.20
C 1.28 -0.34 0.97
N 1.36 -0.15 2.32
O 0.65 -1.23 0.47
H 2.67 1.12 0.72
H 2.33 0.21 -0.64
H 0.84 -0.79 2.89
H 1.66 0.70 2.74

Most favorable structure: arrangement B. The second most favorable one is 730.1 kJ/mol above it.

Arrangement A

The ion C6H12N3O with charge +1. Source: the Open Molecules 2025 dataset; level of theory: ωB97M-V/def2-TZVPD.

Values from the calculation:
- Total charge: +1
- HOMO energy: -12.33 eV

Atoms and positions in Å:
C 1.74 2.38 -0.95
O 0.33 2.25 -0.87
C -0.16 1.99 0.36
C -0.06 0.24 0.71
N 0.59 -0.36 1.70
C 0.41 -1.72 1.60
C -0.38 -1.93 0.50
N -0.92 -3.07 0.00
N -0.65 -0.69 -0.04
C -1.46 -0.46 -1.21
H 1.97 2.62 -1.99
H 2.24 1.44 -0.68
H 2.10 3.18 -0.31
H -1.23 2.20 0.38
H 0.37 2.46 1.19
H 1.13 0.09 2.43
H 0.83 -2.41 2.29
H -0.57 -3.94 0.36
H -1.29 -3.07 -0.93
H -1.40 0.59 -1.49
H -1.09 -1.05 -2.05
H -2.50 -0.73 -1.01

Arrangement B

The ion C6H12N3O with charge +1. Source: the Open Molecules 2025 dataset; level of theory: ωB97M-V/def2-TZVPD.

Values from the calculation:
- Total charge: +1
- HOMO energy: -13.64 eV

Atoms and positions in Å:
C 0.17 1.68 1.76
N -0.35 0.50 1.64
C 0.76 -0.42 1.30
N 0.29 -0.92 -0.20
C 0.48 -0.06 -1.23
C -0.67 -0.30 -2.21
C -1.83 -0.45 -1.22
N -1.21 -1.06 0.03
C 2.04 0.50 1.40
O 1.51 1.79 1.62
H -0.31 2.50 2.24
H 0.60 -1.34 1.88
H 1.52 -0.33 -1.44
H 0.55 1.03 -0.98
H -0.90 0.41 -2.99
H -0.43 -1.20 -2.79
H -2.16 0.50 -0.91
H -2.57 -1.05 -1.58
H -1.35 -0.43 0.87
H -1.47 -2.15 0.22
H 2.74 0.23 2.24
H 2.62 0.57 0.35

Arrangement C

A cluster of 2 separate species, C6H12N3O in total. Source: the Open Molecules 2025 dataset; level of theory: ωB97M-V/def2-TZVPD.

Values from the calculation:
- Total charge: +1
- HOMO energy: -13.80 eV

Atoms and positions in Å:
C -1.46 0.98 1.21
C -0.51 2.61 0.02
C -0.38 1.22 0.31
C 0.82 -1.28 1.72
C 0.35 0.19 -0.27
C 0.23 -1.21 0.21
N -2.04 2.06 1.56
N -1.44 3.04 0.91
N -0.68 0.22 -2.21
O 0.91 -2.04 -0.72
H -1.71 0.02 1.74
H -0.21 3.25 -0.69
H -0.12 -1.47 2.27
H 1.30 -0.36 1.91
H 1.56 -2.12 1.90
H 1.28 0.37 -0.63
H -0.79 -1.48 0.19
H -1.93 3.94 0.94
H -0.43 -0.65 -2.48
H -0.36 1.08 -2.72
H -1.66 0.36 -2.08
H 1.32 -2.80 -0.34

Most favorable structure: arrangement A. The second most favorable one is 221.5 kJ/mol above it.